Record 1
The following is a quantum chemistry calculation of a structure of composition C4H4F3NO2S at a distorted geometry, from the OMol25 dataset.

Structure (XYZ):
```
15
Properties=species:S:1:pos:R:3:mulliken_charge:R:1
C 1.719 0.327 2.848 -0.078
C 1.354 0.605 1.750 -0.284
C 1.377 1.121 0.415 -0.594
C -0.419 0.703 -0.371 0.496
N -2.137 -1.433 -1.081 -0.231
O 0.586 -1.580 -1.105 -0.553
O -0.726 -0.340 -2.811 -0.601
F -0.804 1.849 -1.021 -0.255
F -1.285 0.443 0.598 -0.235
F -2.001 -2.104 0.148 -0.168
S -0.497 -0.716 -1.454 1.104
H 1.877 0.330 3.847 0.477
H 1.216 2.195 0.347 0.304
H 2.077 0.693 -0.315 0.331
H -2.338 -2.093 -1.795 0.287
```

The energy above the lowest of the compared OMol25 structures with the same formula, charge and spin comes out at 1.488 eV. The LUMO energy is 0.1621 eV. Its energy is -28778.59077 eV. The HOMO energy comes out at -10.34 eV. As for the multiplicity: 1.



Record 2
The following is a quantum chemistry calculation of a structure of composition C57H52BBr6N10O10 at a distorted geometry, from the OMol25 dataset.

Structure (XYZ):
```
136
Properties=species:S:1:pos:R:3:mulliken_charge:R:1
O 2.996 12.154 -10.134 -0.526
C 1.975 11.744 -10.601 0.793
O 1.847 10.671 -11.376 0.646
B 0.416 10.523 -11.714 -0.793
O -0.285 11.575 -10.991 -0.406
C 0.575 12.400 -10.459 -0.058
O 0.313 13.431 -9.905 -0.345
O -0.066 9.157 -11.388 0.305
C -0.151 8.444 -12.485 0.568
O -0.329 7.262 -12.554 -0.595
C 0.069 9.418 -13.685 0.045
O 0.231 10.606 -13.177 0.405
O 0.197 9.092 -14.827 -0.538
C -3.040 9.701 -8.944 -0.033
Br -2.190 9.748 -7.184 -0.012
Br -3.003 11.543 -9.678 0.037
Br -4.930 9.223 -8.734 -0.054
H -2.539 9.032 -9.631 0.041
C -2.355 12.817 -13.306 0.878
Br -2.372 11.754 -14.946 -0.077
Br -4.089 13.727 -13.036 -0.076
Br -0.891 14.059 -13.231 0.041
H -2.286 12.117 -12.485 -0.840
C 1.734 16.435 -11.187 -0.255
C 1.888 17.804 -11.135 -1.054
C 2.905 18.286 -10.315 -0.279
C 3.798 17.438 -9.687 -0.017
C 3.604 16.051 -9.749 -0.555
C 2.563 15.539 -10.511 0.850
N 4.822 17.956 -8.794 0.950
O 4.658 19.059 -8.330 -0.598
O 5.783 17.244 -8.590 -0.590
H 0.910 15.973 -11.724 0.300
H 1.232 18.430 -11.720 0.457
H 3.132 19.346 -10.292 0.415
H 4.215 15.402 -9.136 0.420
H 2.432 14.471 -10.505 -0.053
N -2.401 17.273 -10.619 -0.413
C -3.506 17.939 -10.234 -0.387
C -4.553 17.338 -9.550 -0.382
C -4.399 16.029 -9.106 -0.552
C -3.220 15.358 -9.396 -0.317
C -2.312 16.012 -10.215 -0.203
H -3.650 18.936 -10.633 0.358
H -5.433 17.916 -9.304 0.370
H -5.129 15.546 -8.469 0.404
H -3.069 14.352 -9.037 0.391
H -1.344 15.540 -10.368 0.696
N 3.081 14.398 -14.912 -0.572
C 2.938 13.185 -14.384 -0.487
C 3.727 12.727 -13.340 0.720
C 4.624 13.601 -12.756 -0.791
C 4.736 14.890 -13.232 -0.199
C 3.976 15.235 -14.372 -0.633
H 2.265 12.482 -14.862 0.595
H 3.706 11.704 -12.990 -0.020
H 5.120 13.300 -11.840 0.430
H 5.289 15.631 -12.672 0.439
H 3.986 16.200 -14.859 0.412
N 6.089 8.331 -8.932 -0.620
C 4.852 8.737 -9.263 -0.857
C 4.543 9.374 -10.452 1.876
C 5.562 9.692 -11.327 -1.047
C 6.855 9.462 -10.918 -0.893
C 7.068 8.727 -9.747 -0.278
H 3.994 8.433 -8.676 0.668
H 3.530 9.669 -10.692 -0.461
H 5.358 10.240 -12.240 0.925
H 7.764 9.649 -11.476 0.367
H 8.088 8.510 -9.454 0.386
N 5.423 9.028 -16.090 -0.628
C 4.175 9.499 -16.037 -0.813
C 3.421 9.547 -14.868 1.008
C 3.940 8.971 -13.741 -0.224
C 5.199 8.363 -13.797 -0.587
C 5.914 8.438 -15.001 -0.752
H 3.811 9.932 -16.960 0.486
H 2.468 10.057 -14.908 -0.232
H 3.396 8.906 -12.804 0.556
H 5.643 7.967 -12.894 0.700
H 6.947 8.110 -14.990 0.398
N 2.682 12.025 -5.764 -0.665
C 1.605 11.571 -5.117 -0.324
C 0.330 12.093 -5.315 -0.559
C 0.089 12.956 -6.367 -0.318
C 1.200 13.436 -7.045 -0.103
C 2.458 12.922 -6.741 -0.312
H 1.829 10.800 -4.390 0.418
H -0.480 11.702 -4.710 0.471
H -0.922 13.294 -6.546 0.468
H 1.134 14.050 -7.934 0.383
H 3.305 13.168 -7.367 0.575
N 1.754 10.979 -18.080 -0.130
C 1.820 11.123 -19.419 -0.199
C 0.742 11.567 -20.183 -0.623
C -0.432 11.904 -19.555 -0.223
C -0.460 11.895 -18.167 -0.891
C 0.641 11.410 -17.477 0.155
H 2.715 10.667 -19.821 0.398
H 0.759 11.523 -21.265 0.353
H -1.321 12.086 -20.145 0.386
H -1.392 12.141 -17.677 0.209
H 0.595 11.263 -16.404 0.465
N 1.983 7.585 -6.610 -0.593
C 1.831 8.585 -7.497 -1.184
C 1.137 8.460 -8.683 0.460
C 0.513 7.259 -9.003 -0.080
C 0.639 6.231 -8.072 -0.583
C 1.313 6.464 -6.887 -0.611
H 2.333 9.504 -7.219 1.127
H 1.078 9.258 -9.413 0.206
H -0.017 7.092 -9.932 0.408
H 0.225 5.268 -8.343 0.471
H 1.461 5.607 -6.238 0.355
N 1.914 1.678 -12.577 -0.620
C 1.380 1.318 -11.412 -0.276
C 0.821 2.236 -10.532 -0.341
C 0.863 3.569 -10.854 0.009
C 1.311 3.921 -12.112 -0.053
C 1.870 2.954 -12.956 -0.426
H 1.407 0.269 -11.146 0.343
H 0.334 1.775 -9.679 0.353
H 0.584 4.364 -10.172 0.054
H 1.191 4.956 -12.409 0.341
H 2.259 3.295 -13.906 0.537
N 2.298 4.398 -16.459 -0.546
C 1.283 3.513 -16.403 -0.463
C 0.090 3.831 -15.797 -0.145
C -0.119 5.060 -15.208 -0.543
C 0.984 5.887 -15.123 0.514
C 2.174 5.543 -15.765 -0.575
H 1.430 2.558 -16.886 0.341
H -0.744 3.136 -15.782 0.370
H -1.036 5.295 -14.686 0.421
H 0.943 6.777 -14.515 0.108
H 2.968 6.270 -15.880 0.456
```

The LUMO energy is 1.2975 eV. As for the charge: -1. Its energy is -516263.04005 eV. The HOMO energy comes out at -7.51 eV. As for the multiplicity: 1.



Record 3
The following is a quantum chemistry calculation of a cluster of 2 separate species, C5H17N2O in total at a distorted geometry, from the OMol25 dataset.

Structure (XYZ):
```
25
Properties=species:S:1:pos:R:3:mulliken_charge:R:1
C 0.881 -0.964 1.426 -1.503
C 0.616 0.192 0.498 0.434
C -0.798 0.368 -0.019 -0.573
C -1.811 0.674 1.133 -0.987
C -3.633 -0.683 0.185 -0.893
N -3.190 0.587 0.742 -0.318
N 1.570 0.013 -0.683 -0.333
H 0.232 -0.906 2.298 0.376
H 1.897 -1.039 1.832 0.413
H 0.761 -1.976 1.043 0.394
H 0.872 1.153 0.943 0.214
H -1.217 -0.504 -0.520 0.434
H -0.773 1.232 -0.688 0.291
H -1.630 -0.100 1.883 0.374
H -1.612 1.646 1.576 0.369
H -3.411 -0.884 -0.869 0.271
H -3.203 -1.457 0.828 0.336
H -4.713 -0.751 0.324 0.317
H -3.440 1.393 0.181 0.272
H 2.456 -0.445 -0.546 0.339
H 1.792 0.881 -1.181 0.377
H 1.146 -0.594 -1.393 0.390
H 5.759 0.156 -3.550 0.330
H 6.088 1.231 -2.508 0.329
O 5.360 0.776 -2.935 -0.652
```

The energy above the lowest of the compared OMol25 structures with the same formula, charge and spin comes out at 1.253 eV. The LUMO energy is -3.3740 eV. As for the charge: +1. Its energy is -10481.68103 eV. The HOMO energy comes out at -11.86 eV. As for the multiplicity: 1.